No. 1
The following is a DFT calculation (ωB97M-V/def2-TZVPD) of a structure of composition C44H52N3OPPtSi.

Last column: Löwdin charge in e.
Element x y z (Å)
1 Pt -0.6980 -0.6386 -0.5823  0.937
2 P 0.3261 -2.5169 -0.4131  0.911
3 Si -1.0465 2.7086 -1.5282  0.439
4 O -1.2946 1.1266 -1.5950  -0.456
5 N 0.2978 0.3841 1.0625  -0.072
6 N -1.4168 -0.3181 2.4221  0.073
7 N 0.3315 0.8912 3.3720  -0.030
8 C -2.0470 -5.1381 -3.2848  -0.076
9 C -1.6493 -4.7112 1.1764  -0.031
10 C -0.1059 0.5319 4.7123  -0.152
11 C -1.6195 5.2674 1.7819  -0.091
12 C -1.5347 -3.0226 -2.2402  -0.305
13 C 1.5459 1.1073 0.8528  -0.205
14 C 1.8168 2.1375 1.9294  -0.142
15 C -0.9139 -5.7142 -2.7142  -0.086
16 C -2.1224 3.5456 -2.8538  -0.607
17 C -1.6891 -1.5320 -2.1121  -0.307
18 C -0.4798 -3.6465 -1.5767  -0.308
19 C -2.3466 -3.8049 -3.0635  -0.036
20 C -3.5925 3.2648 -2.5248  -0.095
21 C -0.2148 0.3056 2.2615  -0.394
22 C -1.7887 2.9279 -4.2161  -0.097
23 C -1.5076 3.4643 0.1477  -0.202
24 C 3.0451 -3.4492 -0.6496  -0.246
25 C 1.3705 -2.5537 2.0858  -0.126
26 C 3.4558 3.4495 -2.7154  -0.095
27 C 2.8173 -4.6837 0.1875  -0.042
28 C 1.5382 4.1490 -1.4415  -0.096
29 C 3.6645 -1.2472 -2.2929  -0.069
30 C -0.4903 -4.0802 1.9009  -0.255
31 C 0.6950 -3.8032 4.0089  -0.085
32 C -1.9404 -0.7516 3.7045  -0.171
33 C -1.6007 0.2881 4.7520  -0.151
34 C 4.3181 -3.2710 -1.1897  -0.049
35 C -2.3294 4.4564 2.6559  -0.097
36 C -0.1258 -4.9641 -1.8606  -0.090
37 C 2.3955 -1.3957 -1.7613  -0.090
38 C 4.6342 -2.1905 -1.9955  -0.072
39 C -2.2390 2.6778 1.0398  -0.104
40 C 2.7058 2.4112 -3.2495  -0.094
41 C 1.6604 1.4714 3.2783  -0.151
42 C 2.8668 4.3193 -1.8092  -0.090
43 C -2.6510 3.1623 2.2729  -0.095
44 C 0.7619 3.1094 -1.9586  -0.220
45 C 2.0719 -2.4791 -0.9396  -0.276
46 C -1.2281 4.7771 0.5429  -0.109
47 C 0.3893 -3.1678 1.3035  -0.295
48 C 1.3814 2.2452 -2.8693  -0.112
49 C -0.3015 -4.3922 3.2479  -0.054
50 C 1.5277 -2.8594 3.4265  -0.089
51 C -1.8942 5.0566 -2.9170  -0.093
52 H -1.6956 -0.8330 1.5930  0.083
53 H 2.4286 0.6971 3.4192  0.127
54 H 1.8077 -5.0788 0.0974  0.050
55 H -1.3828 6.2876 2.0585  0.099
56 H -0.7681 3.1668 -4.5259  0.072
57 H 1.4882 1.5909 -0.1181  0.083
58 H 2.9800 -4.4839 1.2478  0.084
59 H 1.7637 2.1910 4.0925  0.122
60 H 0.7503 -5.4080 -1.4050  0.090
61 H -3.8782 3.7024 -1.5645  0.075
62 H -1.8968 -0.0543 5.7440  0.119
63 H 5.6360 -2.0924 -2.3938  0.105
64 H 2.3084 -2.3793 4.0038  0.105
65 H 0.8053 1.4222 -3.2791  0.098
66 H -2.2113 5.5501 -1.9956  0.067
67 H 0.8115 -4.0719 5.0513  0.104
68 H 1.0984 2.9575 1.8418  0.117
69 H 1.6323 -0.6553 -1.9723  0.074
70 H 3.4433 5.1335 -1.3865  0.099
71 H 2.0385 -1.8320 1.6276  0.101
72 H -2.7444 -1.2636 -1.9817  0.059
73 H -2.4772 5.4931 -3.7364  0.082
74 H 0.4311 -0.3604 5.0635  0.121
75 H 1.1156 4.8355 -0.7196  0.080
76 H -3.1960 -3.3492 -3.5586  0.115
77 H -3.0191 -0.8770 3.6041  0.123
78 H 4.4910 3.5813 -3.0048  0.098
79 H 2.3762 0.3898 0.7905  0.111
80 H -2.5051 1.6678 0.7503  0.085
81 H 3.8909 -0.4014 -2.9271  0.091
82 H -3.7843 2.1907 -2.4754  0.076
83 H -0.7044 5.4468 -0.1283  0.084
84 H -0.9671 -5.1137 3.7076  0.110
85 H -2.2086 -5.3569 1.8523  0.078
86 H 3.1572 1.7316 -3.9635  0.095
87 H -1.5165 -1.7155 3.9978  0.106
88 H 0.1641 1.3578 5.3732  0.123
89 H 3.5156 -5.4621 -0.1189  0.085
90 H -2.4670 3.3185 -4.9837  0.081
91 H -2.6805 -5.7321 -3.9318  0.103
92 H -0.8433 5.3023 -3.0942  0.075
93 H 5.0779 -4.0137 -0.9754  0.111
94 H -1.8924 1.8409 -4.1926  0.074
95 H -3.2323 2.5292 2.9303  0.091
96 H -2.6474 4.8384 3.6183  0.097
97 H -4.2452 3.6928 -3.2947  0.080
98 H -1.3314 -5.3074 0.3234  0.067
99 H -1.3695 -1.0516 -3.0422  0.063
100 H -0.6589 -6.7430 -2.9325  0.102
101 H -2.3322 -3.9514 0.7864  0.090
102 H 2.8208 2.5487 1.8175  0.121
103 H -2.1267 1.2186 4.5388  0.102

## Properties
M, g/mol: 893.1
Orbital gap, eV: 8.412
HOMO, eV: -7.919
Strongest force on any atom, eV/Å: 1.88
E_LUMO, eV: 0.49
Energy above the lowest of the compared OMol25 structures with the same formula, charge and spin, kcal per mole: 5.7

---

No. 2
The following is a DFT calculation (ωB97M-V/def2-TZVPD) of a structure of composition C4H6N2.

Last column: natural (NBO) charge in e.
Element x y z (Å)
1 N -0.3773 1.2162 -1.8058  -0.500
2 N -0.8935 -0.5245 1.2329  -0.560
3 C 0.0242 0.2439 0.3604  -0.028
4 C 1.4592 -0.2204 0.3868  -0.600
5 C -1.1196 -0.5253 -0.2072  -0.163
6 C -0.2332 1.2728 -0.6104  0.319
7 H -2.0436 0.0123 -0.4234  0.186
8 H 2.0351 0.3665 1.1091  0.226
9 H 1.9179 -0.1120 -0.6006  0.227
10 H 1.4769 -1.2684 0.6927  0.241
11 H -0.6723 -0.1559 -1.6959  0.294
12 H -1.5968 0.0405 1.7088  0.358

## Properties
M, g/mol: 82.1
Orbital gap (alpha / beta), eV: 8.406 / 8.408
HOMO (alpha / beta), eV: -8.811 / -8.812
Strongest force on any atom, eV/Å: 0.78
E_LUMO (alpha / beta), eV: -0.40 / -0.40
Energy above the lowest of the compared OMol25 structures with the same formula, charge and spin, kcal per mole: 173.1

---

No. 3
The following is a DFT calculation (ωB97M-V/def2-TZVPD) of an isolated molecule of C22H18F2N2O3.

Last column: natural (NBO) charge in e.
Element x y z (Å)
1 F 3.0702 -2.4504 0.2245  -0.312
2 F -2.9828 -1.9247 -0.5271  -0.337
3 O -1.2514 -0.9565 2.9769  -0.622
4 O -1.6719 4.5348 -3.0862  -0.491
5 O 1.1934 -0.4035 -0.8879  -0.603
6 N 0.9955 0.6530 1.1029  -0.626
7 N -1.0686 -0.4870 0.7751  -0.624
8 C 1.6951 0.0135 0.1329  0.682
9 C -1.8660 -2.6581 1.4404  -0.245
10 C -2.7685 -5.2408 0.8733  -0.174
11 C 3.7934 -1.3355 0.4309  0.434
12 C -0.8124 1.7695 -0.1079  -0.089
13 C -2.7886 4.3893 -3.9300  -0.252
14 C -0.0105 2.8827 -0.3386  -0.179
15 C 5.2870 0.9216 0.9247  -0.230
16 C 5.1500 -1.4611 0.6710  -0.278
17 C -1.3665 -1.3006 1.8162  0.682
18 C -0.3222 3.7812 -1.3342  -0.248
19 C -2.2661 2.4902 -1.8915  -0.319
20 C -1.5787 -3.7203 2.2936  -0.134
21 C 3.1585 -0.0991 0.4385  -0.214
22 C -1.4543 3.5929 -2.1288  0.304
23 C -1.9430 1.5917 -0.8888  -0.126
24 C -3.0881 -4.1984 0.0212  -0.306
25 C -0.4553 0.7967 0.9943  0.099
26 C -2.0160 -5.0004 2.0116  -0.232
27 C 5.8972 -0.3223 0.9132  -0.181
28 C 3.9274 1.0310 0.6933  -0.167
29 C -2.6329 -2.9259 0.3116  0.482
30 H 0.2984 4.6430 -1.5218  0.223
31 H 5.8720 1.8085 1.1138  0.219
32 H 1.4303 0.8256 1.9945  0.414
33 H -3.7262 4.4217 -3.3656  0.176
34 H -0.8147 1.1618 1.9656  0.242
35 H -1.0032 -3.5114 3.1824  0.236
36 H -2.5900 0.7453 -0.7197  0.218
37 H -2.7405 3.4579 -4.5030  0.177
38 H 5.5998 -2.4413 0.6627  0.233
39 H -0.9496 -0.8573 -0.1579  0.431
40 H 6.9576 -0.4076 1.0947  0.220
41 H 0.8686 3.0455 0.2668  0.211
42 H -2.7523 5.2351 -4.6149  0.200
43 H 3.4528 2.0010 0.6896  0.219
44 H -1.7744 -5.8113 2.6812  0.219
45 H -3.1150 -6.2382 0.6498  0.219
46 H -3.6852 -4.3551 -0.8634  0.231
47 H -3.1522 2.3135 -2.4799  0.219

## Properties
M, g/mol: 396.4
Orbital gap, eV: 9.101
HOMO, eV: -8.412
Strongest force on any atom, eV/Å: 0.49
E_LUMO, eV: 0.69
SMILES string: COc1ccc(C(NC(=O)c2ccccc2F)NC(=O)c2ccccc2F)cc1
Energy above the lowest of the compared OMol25 structures with the same formula, charge and spin, kcal per mole: 0.0